Below is the molecule C4H8OS at a distorted geometry, with properties calculated with wB97M-V/def2-TZVPD.

Its SMILES is C=CSCCO. The value obtained for the lowest unoccupied orbital energy is 0.0277 Eh. As for the gap between HOMO and LUMO: 0.32897 hartree. For the relative energy (zero: lowest compared OMol25 entry of this formula, charge and spin), the calculation gives 2.343 eV.

Each line ends with the Mulliken charge.
Positions of all 14 atoms, in Å:
1 C -1.804459 -0.092080 0.495808  -0.36
2 H -1.161836 0.866378 0.723077  0.26
3 H 3.582590 -0.333938 0.727645  0.30
4 H 1.320958 1.290423 -0.650836  0.31
5 H -2.063182 -0.512386 1.519876  0.24
6 H -1.160970 -2.007224 -0.371142  0.32
7 C 3.032217 0.358092 0.145733  -0.74
8 H -2.831899 1.295240 -0.126103  0.35
9 H -1.210062 -0.581167 -1.270204  0.33
10 H 3.718744 1.094042 -0.342209  0.21
11 C 1.751966 0.338726 -0.315352  -0.06
12 C -0.983142 -0.987924 -0.335381  -0.54
13 O -2.995170 0.320941 -0.211474  -0.50
14 S 0.804242 -1.049117 0.010562  -0.11

Forces on atoms 1 to 6 (eV/Å):
0.18 1.50 3.01
-1.05 -1.74 -0.35
-0.17 -1.15 0.37
0.17 -0.66 -0.66
0.15 0.37 -1.19
-0.91 -1.97 0.28